No. 1
Computed, not measured: C2I2N2O2 in the gas phase in a non-equilibrium geometry, with wB97M-V/def2-TZVPD.

The geometry in XYZ format:
```
8
Properties=species:S:1:pos:R:3:forces:R:3
C 0.11888 1.24842 -0.52390 1.01 1.00 -0.25
C -0.87402 0.56402 -1.08446 -1.86 -1.25 0.08
N 0.91401 0.86219 0.40699 1.51 1.87 0.36
N -0.11965 -1.15632 0.41665 -2.79 -0.46 -4.14
O -0.50849 -2.21312 0.82934 2.09 2.52 0.96
O 0.80143 -0.33353 0.94904 0.08 -3.02 2.90
I 0.50399 3.29888 -1.00722 -0.35 -0.68 -0.14
I -1.39725 0.01695 -2.94129 0.32 0.01 0.22
```
Forces are in eV/Å.

Results
Multiplicity: 1
E_LUMO, hartree: -0.0711
Largest force on an atom, eV/Å: 5.0
Energy relative to the best compared isomer or geometry (same formula, charge and spin), kcal/mol: 88.66
Total energy, hartree: -931.28235

Formally, the Löwdin partial charges of the atoms, in units of the elementary charge, are as follows:
1. C -1.0006
2. C -0.6667
3. N -0.0705
4. N -0.0949
5. O 0.0849
6. O -0.0277
7. I 0.8554
8. I 0.9201


No. 2
Computed, not measured: 3 unconnected molecules or ions with the total composition C10H26NO3S2 in a non-equilibrium geometry, with wB97M-V/def2-TZVPD.

The geometry in XYZ format:
```
42
Properties=species:S:1:pos:R:3:forces:R:3
C -2.39004 -1.29205 -4.72671 -0.98 -1.37 0.00
N -1.59173 -0.75172 -3.53276 -0.48 -1.43 0.92
C -2.04450 0.66490 -3.21504 -0.16 1.55 -0.17
C -1.86863 -1.71197 -2.39727 -7.36 -0.05 0.43
O -3.17539 -1.99889 -2.14435 8.66 1.15 -0.90
C -0.76300 -2.40263 -1.40315 -1.16 1.40 1.46
S 0.55644 -3.41794 -2.26142 0.65 -1.10 -0.08
S 1.13297 -2.60896 -4.12096 0.14 1.04 -0.18
H -2.39209 -2.47705 -4.58804 -0.02 2.56 -0.77
H -3.53147 -0.95590 -4.66039 2.52 -0.66 -0.24
H -1.91300 -1.00748 -5.76713 -0.85 -0.39 2.36
H -1.19142 1.32969 -2.71341 -2.00 -1.73 -0.96
H -2.31509 1.18273 -4.25484 0.68 -1.24 2.29
H -3.01984 0.65738 -2.56271 1.90 0.08 -1.18
H -0.25215 -1.61319 -0.67309 -0.97 -1.43 -1.94
H -1.34950 -3.15413 -0.68520 1.31 1.37 -1.93
H 1.71141 -3.30454 -1.44611 -1.27 0.42 -0.83
H 1.43160 -3.59982 -5.07027 -0.60 -0.20 1.65
C -2.23760 1.86412 1.49860 -0.36 -0.23 0.05
C -1.32673 1.56579 0.31833 0.29 0.86 0.52
C 0.13852 1.69588 0.70241 0.05 -0.39 -0.09
O -1.61865 2.47008 -0.74387 -0.07 0.14 -0.23
H -2.09211 2.88952 1.85651 0.15 -0.13 -0.03
H -3.28919 1.77867 1.20427 0.17 -0.06 0.04
H -2.04848 1.17468 2.32730 -0.03 0.12 -0.05
H -1.52201 0.55298 -0.05051 -0.12 0.10 -0.20
H 0.36828 2.71536 1.03212 -0.11 -0.12 0.07
H 0.78207 1.49049 -0.15985 -0.05 -0.02 0.10
H 0.39894 1.00139 1.50723 0.06 0.21 -0.12
H -1.44809 3.37205 -0.42534 -0.08 -0.40 -0.09
C 1.99203 0.30742 4.67264 -0.29 -0.18 0.07
C 2.90290 0.00908 3.49236 0.27 0.55 0.54
C 4.36815 0.13918 3.87644 0.27 -0.23 -0.12
O 2.61098 0.91337 2.43017 -0.04 0.09 -0.26
H 2.13752 1.33282 5.03055 0.13 -0.12 -0.01
H 0.94044 0.22197 4.37831 0.13 -0.06 0.04
H 2.18115 -0.38203 5.50134 -0.04 0.12 -0.06
H 2.70762 -1.00372 3.12352 -0.03 0.19 -0.15
H 4.59791 1.15865 4.20616 -0.13 -0.10 0.08
H 5.01170 -0.06621 3.01418 -0.11 -0.04 0.13
H 4.62856 -0.55531 4.68126 0.01 0.12 -0.08
H 2.78154 1.81535 2.74870 -0.03 -0.40 -0.10
```
Forces are in eV/Å.

Results
Multiplicity: 1
E_LUMO, hartree: -0.1971
Charge: +1
Largest force on an atom, eV/Å: 8.8
Total energy, hartree: -1473.01273

Formally, the Löwdin partial charges of the atoms, in units of the elementary charge, are as follows:
1. C -0.1173
2. N -0.2385
3. C -0.0916
4. C -0.3038
5. O 0.0018
6. C -0.3086
7. S 0.6766
8. S 0.4849
9. H 0.1030
10. H 0.1208
11. H 0.1114
12. H 0.1028
13. H 0.1202
14. H 0.1136
15. H 0.1288
16. H 0.1441
17. H 0.0247
18. H -0.0885
19. C -0.0533
20. C -0.5073
21. C -0.0680
22. O -0.0833
23. H 0.0879
24. H 0.0854
25. H 0.0823
26. H 0.1145
27. H 0.0910
28. H 0.0814
29. H 0.0622
30. H 0.1045
31. C -0.0621
32. C -0.5056
33. C -0.0631
34. O -0.0820
35. H 0.0861
36. H 0.0746
37. H 0.0845
38. H 0.1348
39. H 0.0855
40. H 0.0807
41. H 0.0841
42. H 0.1007


No. 3
Computed, not measured: a molecular structure, C21H18AuF8N3OSSi in a non-equilibrium geometry, with wB97M-V/def2-TZVPD.

The geometry in XYZ format:
```
54
Properties=species:S:1:pos:R:3:forces:R:3
Au 0.02158 0.64468 0.26353 -0.43 0.42 0.21
F 3.60452 -3.13055 -1.95142 0.01 -0.02 0.14
C 3.68624 -3.20648 -0.61507 -0.09 -0.13 -0.03
F 2.85381 -4.17925 -0.20548 0.16 0.09 -0.05
F 4.93878 -3.62230 -0.32265 -0.06 -0.02 -0.07
C 3.40288 -1.89260 0.05996 0.33 0.25 0.39
C 4.41952 -1.22045 0.69860 -0.19 -0.22 -0.12
C 4.16996 0.00316 1.32539 -0.10 0.11 0.06
C 2.89202 0.49635 1.30012 0.18 0.36 0.23
N 1.89756 -0.15795 0.68903 -0.58 0.06 -0.24
C 2.10201 -1.32850 0.02406 -0.76 -0.38 -0.58
S 0.77466 -1.94417 -0.83110 0.51 -0.18 -0.34
H 5.41499 -1.64241 0.71654 -0.02 0.01 -0.04
H 4.95774 0.55219 1.81739 -0.04 0.02 0.04
H 2.63184 1.43848 1.76540 -0.02 -0.01 -0.05
C -1.82404 3.51018 -0.92098 0.04 -0.05 -0.02
C -2.59339 2.28583 -0.53743 -0.28 0.33 -0.29
C -3.97052 2.20867 -0.63462 0.21 -0.03 -0.01
C -4.61685 1.01756 -0.28953 0.16 -0.12 0.04
C -3.91118 -0.07060 0.16857 -0.17 0.01 -0.06
C -2.51878 0.06435 0.30820 -0.30 0.03 0.12
N -1.92493 1.21612 -0.08936 0.87 -0.12 0.30
N -1.61574 -0.76645 0.82468 1.28 1.24 -0.20
Si -1.81349 -2.36902 1.49810 0.17 -0.80 0.37
C -2.32375 -3.61430 0.18180 0.11 0.26 0.06
C -3.18039 -2.23270 2.80723 0.14 0.08 -0.33
C -0.22993 -2.91978 2.34714 -0.15 0.10 -0.16
H -2.34226 4.40645 -0.58410 -0.03 -0.02 0.00
H -1.73359 3.56704 -2.00770 0.02 -0.02 0.00
H -0.82460 3.48401 -0.49376 -0.02 0.06 -0.01
H -4.53178 3.06003 -0.98992 0.04 0.05 0.03
H -5.69389 0.95646 -0.38012 0.00 -0.03 0.00
H -4.40157 -0.99329 0.43867 0.02 -0.02 0.00
H -3.22347 -3.30291 -0.35376 -0.03 0.00 0.04
H -2.51749 -4.59361 0.62462 -0.03 0.02 0.07
H -1.52689 -3.73614 -0.55417 0.01 0.02 0.04
H -4.17586 -2.26056 2.36139 -0.03 0.01 0.02
H -3.09253 -1.30496 3.37550 0.02 -0.01 0.03
H -3.11285 -3.06765 3.50679 0.04 -0.03 -0.02
H 0.45489 -3.37704 1.63313 -0.01 0.05 -0.03
H -0.45802 -3.66635 3.11158 -0.07 0.05 0.03
H 0.28849 -2.08872 2.83025 -0.02 0.02 0.02
F 4.79260 3.75079 -3.90866 0.02 0.03 0.01
C 3.88044 3.43730 -2.98665 -0.06 -0.07 0.04
C 3.06725 2.33191 -3.14725 0.11 0.16 0.09
F 3.18441 1.56814 -4.23058 -0.03 -0.03 -0.08
C 2.12446 2.02278 -2.18628 -0.44 -0.03 0.36
F 1.31268 0.97976 -2.42178 -0.04 -0.14 0.08
C 1.94831 2.75492 -0.99865 0.83 0.03 -0.94
O 1.08378 2.50034 -0.04235 -1.13 -1.27 0.58
C 2.79267 3.87597 -0.88844 -0.27 -0.27 0.28
F 2.68760 4.64444 0.20359 0.05 0.05 0.03
C 3.72606 4.20976 -1.84885 0.05 0.03 -0.06
F 4.49726 5.28370 -1.67300 0.03 0.05 0.02
```
Forces are in eV/Å.

Results
Multiplicity: 1
E_LUMO, hartree: -0.0886
Largest force on an atom, eV/Å: 1.8
Energy relative to the best compared isomer or geometry (same formula, charge and spin), kcal/mol: 25.21
Total energy, hartree: -2672.83302

Formally, the Löwdin partial charges of the atoms, in units of the elementary charge, are as follows:
1. Au 1.2994
2. F 0.1392
3. C -0.6058
4. F 0.1231
5. F 0.1200
6. C -0.1167
7. C 0.0155
8. C -0.0442
9. C -0.1215
10. N -0.1155
11. C -0.7162
12. S 0.6610
13. H 0.1270
14. H 0.1083
15. H 0.1207
16. C -0.0107
17. C -0.2958
18. C -0.0388
19. C -0.0484
20. C -0.0103
21. C -0.4401
22. N -0.0043
23. N -0.1064
24. Si 0.4020
25. C -0.1733
26. C -0.1715
27. C -0.1818
28. H 0.0894
29. H 0.0979
30. H 0.0517
31. H 0.1131
32. H 0.1142
33. H 0.0972
34. H 0.0245
35. H 0.0344
36. H 0.0025
37. H 0.0165
38. H 0.0325
39. H 0.0289
40. H 0.0011
41. H 0.0309
42. H 0.0283
43. F 0.1216
44. C -0.1488
45. C -0.1505
46. F 0.1312
47. C -0.1479
48. F 0.0582
49. C -0.2827
50. O -0.1973
51. C -0.1441
52. F 0.1074
53. C -0.1483
54. F 0.1232